62
Properties=species:S:1:pos:R:3 method="wB97M-V/def2-TZVPD" e_tot_ev=-35005.6013 spin_multiplicity=1 de_lowest_kj_mol=85.8 charge=+1 gap_ev=10.86
C 3.339 -0.330 -3.006
C 2.835 0.308 -1.742
C 3.580 -0.189 -0.497
C 3.786 0.815 0.648
C 2.884 0.822 1.856
C 3.042 2.135 2.642
N 1.353 0.078 -1.628
H 3.041 0.168 -3.938
H 2.954 -1.346 -3.118
H 4.418 -0.309 -3.161
H 2.892 1.395 -1.741
H 4.593 -0.276 -0.891
H 3.267 -1.176 -0.143
H 4.819 0.656 0.964
H 3.875 1.830 0.224
H 3.169 0.033 2.557
H 1.836 0.808 1.556
H 2.475 2.957 2.192
H 2.659 2.079 3.660
H 4.047 2.563 2.641
H 1.191 -0.861 -1.263
H 0.920 0.194 -2.533
H 0.874 0.728 -0.980
H -5.168 1.071 -1.125
H -4.057 2.244 -0.443
O -4.376 1.586 -1.043
H -1.679 -2.296 2.484
H -3.067 -3.132 2.905
O -2.402 -2.894 2.264
H -1.241 1.771 -2.639
H 0.037 2.483 -3.231
O -0.412 2.208 -2.427
H -0.624 -4.429 0.358
H -0.043 -3.195 0.966
O -0.280 -3.563 0.105
H -3.511 -2.221 1.110
H -4.375 -1.028 0.607
O -4.003 -1.873 0.329
H -2.484 -1.056 0.206
H -2.420 0.365 -0.627
O -1.938 -0.311 -0.142
H -3.403 -0.449 2.170
H -2.542 0.762 1.812
O -3.396 0.507 2.162
H -0.434 2.409 0.274
H -0.955 0.895 0.360
O -0.222 1.514 0.556
H -3.868 -0.526 -2.130
H -4.376 -0.100 -3.431
O -3.707 -0.694 -3.068
H -0.251 0.389 2.523
H 0.493 -0.624 3.111
O -0.362 -0.574 2.654
H -2.724 3.510 2.456
H -1.431 4.456 2.783
O -1.817 3.735 2.295
H -1.107 -1.705 -1.089
H -1.468 -1.320 -2.536
O -0.719 -1.467 -1.952
H 1.506 -3.496 -0.625
H 2.754 -3.166 -1.508
O 2.224 -2.865 -0.768


14
Properties=species:S:1:pos:R:3 method="wB97M-V/def2-TZVPD" e_tot_ev=-91924.6949 spin_multiplicity=1 de_lowest_kj_mol=153.1 charge=0 gap_ev="6.83 / 7.11"
C -0.271 -0.314 -0.114
C 1.051 -0.685 -0.650
C 0.791 1.766 -0.936
C -0.480 1.102 -0.647
C -1.420 1.904 -1.206
C -0.138 -0.902 1.557
O -1.936 2.696 -1.874
F 0.583 -2.115 1.440
S 2.012 0.634 -0.951
Br 0.826 0.258 2.677
H -1.100 -0.899 -0.303
H 1.496 -1.522 -0.175
H 0.984 2.744 -1.420
H -1.166 -1.066 2.008


14
Properties=species:S:1:pos:R:3 method="wB97M-V/def2-TZVPD" e_tot_ev=-81907.5200 spin_multiplicity=3 charge=0 gap_ev="6.11 / 6.81" s2=2.0175
C -0.365 -2.685 0.579
C 0.625 -0.604 0.017
C -0.950 0.590 -1.121
C -0.420 1.717 -0.208
C 0.803 1.642 0.250
C 0.508 -1.626 0.873
N -1.104 -3.511 0.226
O 1.472 0.403 0.332
O -0.021 -0.477 -1.107
Br 1.702 -1.757 2.343
H -1.942 0.134 -0.703
H -0.924 1.121 -2.187
H -0.898 2.728 -0.103
H 1.514 2.326 0.810


16
Properties=species:S:1:pos:R:3 method="wB97M-V/def2-TZVPD" e_tot_ev=-46198.5264 spin_multiplicity=3 charge=0 gap_ev="7.54 / 6.29" s2=2.0100
C -1.840 -0.825 -0.337
C -1.027 0.007 0.425
C -1.250 -1.500 -1.364
C 0.292 0.236 0.102
C 0.058 -1.246 -1.803
C 0.833 -0.323 -1.117
N 0.817 1.878 2.291
O 1.538 1.691 3.267
O -0.276 2.431 2.320
P 1.514 1.490 0.716
Cl 0.471 -2.085 -3.253
Cl 2.336 0.265 -1.721
H -2.821 -0.908 -0.018
H -1.353 0.495 1.233
H -1.874 -2.203 -2.047
H 2.583 0.600 1.308